Entry 1:
Here is a cluster of 14 separate species, C44H100N12O14 in total in a non-equilibrium geometry from OMol25. Energies are from ωB97M-V/def2-TZVPD.

Last columns: bonded neighbours and bond lengths (Å).
Geometry (Å):
1 C -6.025 -0.310 -1.282  C2 1.501, C5 1.513, H6 1.076, H7 1.085
2 C -4.773 -1.126 -1.422  C1 1.501, C3 1.526, H8 1.118, H9 1.118
3 C -4.620 -1.738 -0.032  C2 1.526, O4 1.434, H10 1.096, H11 1.102
4 O -5.983 -1.832 0.404  C3 1.434, C5 1.430
5 C -6.902 -1.308 -0.558  C1 1.513, O4 1.430, H12 1.098, H13 1.106
6 H -6.502 -0.056 -2.212  C1 1.076
7 H -5.864 0.573 -0.673  C1 1.085
8 H -3.850 -0.531 -1.632  C2 1.118
9 H -4.950 -1.893 -2.216  C2 1.118
10 H -4.009 -1.058 0.572  C3 1.096
11 H -4.235 -2.769 0.026  C3 1.102
12 H -7.764 -0.861 -0.046  C5 1.098
13 H -7.297 -2.079 -1.246  C5 1.106
14 C 2.897 -6.319 2.742  C15 1.522, C18 1.537, H19 1.088, H20 1.128
15 C 1.860 -5.620 1.875  C14 1.522, C16 1.552, H21 1.093, H22 1.120
16 C 2.622 -4.290 1.632  C15 1.552, O17 1.487, H23 1.093, H24 1.093
17 O 4.068 -4.633 1.667  C16 1.487, C18 1.451
18 C 4.273 -5.988 2.143  C14 1.537, O17 1.451, H25 1.114, H26 1.138
19 H 2.738 -7.381 2.914  C14 1.088
20 H 2.715 -5.808 3.730  C14 1.128
21 H 0.998 -5.337 2.486  C15 1.093
22 H 1.485 -6.206 0.998  C15 1.120
23 H 2.471 -3.514 2.387  C16 1.093
24 H 2.415 -3.905 0.630  C16 1.093
25 H 5.160 -6.015 2.817  C18 1.114
26 H 4.472 -6.639 1.230  C18 1.138
27 C -0.101 4.119 3.621  O28 1.233, N29 1.329, H32 1.122
28 O 0.129 4.134 2.410  C27 1.233
29 N -0.789 5.059 4.261  C27 1.329, C30 1.446, C31 1.431
30 C -1.073 4.926 5.672  N29 1.446, H33 1.097, H34 1.098, H35 1.100
31 C -1.335 6.204 3.600  N29 1.431, H36 1.102, H37 1.087, H38 1.068
32 H 0.395 3.366 4.290  C27 1.122
33 H -0.736 5.781 6.272  C30 1.097
34 H -0.522 4.045 6.026  C30 1.098
35 H -2.128 4.698 5.882  C30 1.100
36 H -2.431 6.163 3.703  C31 1.102
37 H -1.035 7.101 4.136  C31 1.087
38 H -1.104 6.273 2.560  C31 1.068
39 C 2.551 1.966 -3.343  O40 1.231, N41 1.346, H44 1.106
40 O 3.636 1.444 -3.088  C39 1.231
41 N 1.456 1.389 -3.874  C39 1.346, C42 1.397, C43 1.501
42 C 0.196 1.991 -3.916  N41 1.397, H45 1.104, H46 1.088, H47 1.071
43 C 1.569 -0.063 -4.233  N41 1.501, H48 1.088, H49 1.107, H50 1.079
44 H 2.312 3.031 -3.163  C39 1.106
45 H 0.321 3.078 -3.768  C42 1.104
46 H -0.544 1.654 -3.193  C42 1.088
47 H -0.197 1.981 -4.912  C42 1.071
48 H 0.747 -0.654 -3.834  C43 1.088
49 H 1.506 -0.141 -5.336  C43 1.107
50 H 2.475 -0.508 -3.853  C43 1.079
51 C -3.360 1.904 -5.637  O52 1.213, N53 1.324, H56 1.098
52 O -3.291 0.717 -5.396  C51 1.213
53 N -3.374 2.907 -4.774  C51 1.324, C54 1.460, C55 1.468
54 C -3.517 4.305 -5.166  N53 1.460, H57 1.099, H58 1.082, H59 1.105
55 C -3.250 2.612 -3.341  N53 1.468, H60 1.093, H61 1.102, H62 1.088
56 H -3.486 2.207 -6.685  C51 1.098
57 H -4.418 4.755 -4.727  C54 1.099
58 H -3.530 4.459 -6.237  C54 1.082
59 H -2.722 4.954 -4.755  C54 1.105
60 H -2.352 3.099 -2.953  C55 1.093
61 H -4.124 2.955 -2.766  C55 1.102
62 H -3.158 1.534 -3.218  C55 1.088
63 C -1.280 -2.038 -6.054  O64 1.217, N65 1.402, H68 1.103
64 O -0.609 -2.393 -7.006  C63 1.217
65 N -1.219 -2.529 -4.743  C63 1.402, C66 1.479, C67 1.433
66 C -2.326 -2.227 -3.810  N65 1.479, H69 1.091, H70 1.096, H71 1.087
67 C -0.338 -3.626 -4.469  N65 1.433, H72 1.099, H73 1.100, H74 1.082
68 H -2.030 -1.230 -6.105  C63 1.103
69 H -2.752 -1.238 -3.988  C66 1.091
70 H -1.940 -2.240 -2.784  C66 1.096
71 H -3.100 -2.988 -3.862  C66 1.087
72 H -0.876 -4.472 -4.021  C67 1.099
73 H 0.123 -3.902 -5.430  C67 1.100
74 H 0.446 -3.417 -3.753  C67 1.082
75 C -0.259 -4.391 -0.732  O76 1.217, N77 1.386, H80 1.105
76 O 0.312 -3.449 -1.249  C75 1.217
77 N -1.008 -4.301 0.432  C75 1.386, C78 1.432, C79 1.458
78 C -1.655 -5.446 0.998  N77 1.432, H81 1.104, H82 1.105, H83 1.125
79 C -1.058 -2.999 1.085  N77 1.458, H84 1.120, H85 1.109, H86 1.084
80 H -0.310 -5.388 -1.204  C75 1.105
81 H -1.456 -6.296 0.323  C78 1.104
82 H -2.758 -5.378 0.997  C78 1.105
83 H -1.302 -5.645 2.047  C78 1.125
84 H -2.037 -2.466 0.986  C79 1.120
85 H -0.829 -3.139 2.161  C79 1.109
86 H -0.264 -2.398 0.656  C79 1.084
87 C 2.885 2.706 1.349  O88 1.223, N89 1.325, H92 1.079
88 O 2.804 1.579 1.818  C87 1.223
89 N 3.879 3.226 0.645  C87 1.325, C90 1.476, C91 1.489
90 C 3.736 4.558 0.026  N89 1.476, H93 1.106, H94 1.083, H95 1.111
91 C 5.146 2.480 0.414  N89 1.489, H96 1.090, H97 1.080, H98 1.079
92 H 2.097 3.421 1.526  C87 1.079
93 H 4.081 4.473 -1.021  C90 1.106
94 H 4.282 5.367 0.496  C90 1.083
95 H 2.678 4.890 -0.047  C90 1.111
96 H 5.015 1.420 0.630  C91 1.090
97 H 5.433 2.587 -0.621  C91 1.080
98 H 5.950 2.830 1.044  C91 1.079
99 C 4.867 -0.150 4.711  O100 1.236, N101 1.359, H104 1.102
100 O 5.049 -0.010 5.926  C99 1.236
101 N 4.772 -1.275 3.955  C99 1.359, C102 1.453, C103 1.437
102 C 4.842 -2.561 4.627  N101 1.453, H105 1.104, H106 1.085, H107 1.094
103 C 4.574 -1.333 2.533  N101 1.437, H108 1.114, H109 1.065, H110 1.085
104 H 4.691 0.791 4.165  C99 1.102
105 H 3.921 -3.160 4.517  C102 1.104
106 H 4.986 -2.384 5.687  C102 1.085
107 H 5.727 -3.108 4.287  C102 1.094
108 H 5.451 -1.796 2.027  C103 1.114
109 H 3.702 -1.905 2.314  C103 1.065
110 H 4.288 -0.418 2.024  C103 1.085
111 C -0.682 5.247 -0.635  O112 1.230, N113 1.327, H116 1.085
112 O -0.181 6.030 -1.441  C111 1.230
113 N -1.919 5.316 -0.162  C111 1.327, C114 1.454, C115 1.436
114 C -2.482 4.183 0.556  N113 1.454, H117 1.095, H118 1.090, H119 1.102
115 C -2.852 6.284 -0.668  N113 1.436, H120 1.095, H121 1.099, H122 1.094
116 H -0.087 4.513 -0.100  C111 1.085
117 H -2.859 3.460 -0.175  C114 1.095
118 H -3.284 4.541 1.201  C114 1.090
119 H -1.705 3.713 1.178  C114 1.102
120 H -3.607 5.753 -1.258  C115 1.095
121 H -3.382 6.790 0.150  C115 1.099
122 H -2.327 7.041 -1.259  C115 1.094
123 C -3.457 3.138 3.511  O124 1.205, N125 1.323, H128 1.091
124 O -4.130 4.129 3.637  C123 1.205
125 N -3.737 2.132 2.699  C123 1.323, C126 1.477, C127 1.448
126 C -2.786 1.015 2.528  N125 1.477, H129 1.072, H130 1.131, H131 1.096
127 C -4.873 2.165 1.802  N125 1.448, H132 1.094, H133 1.065, H134 1.115
128 H -2.461 3.000 3.935  C123 1.091
129 H -2.036 1.051 3.293  C126 1.072
130 H -2.221 1.092 1.551  C126 1.131
131 H -3.307 0.052 2.572  C126 1.096
132 H -5.737 1.566 2.106  C127 1.094
133 H -5.239 3.159 1.695  C127 1.065
134 H -4.525 1.768 0.819  C127 1.115
135 C -0.372 0.184 5.573  O136 1.229, N137 1.366, H140 1.096
136 O -0.874 1.273 5.305  C135 1.229
137 N 0.481 -0.510 4.763  C135 1.366, C138 1.422, C139 1.503
138 C 0.885 -1.851 5.006  N137 1.422, H141 1.067, H142 1.098, H143 1.104
139 C 1.010 0.273 3.594  N137 1.503, H144 1.085, H145 1.093, H146 1.092
140 H -0.723 -0.367 6.453  C135 1.096
141 H 0.337 -2.233 5.839  C138 1.067
142 H 1.950 -1.918 5.266  C138 1.098
143 H 0.696 -2.466 4.109  C138 1.104
144 H 1.368 -0.458 2.876  C139 1.085
145 H 0.149 0.854 3.254  C139 1.093
146 H 1.820 0.945 3.887  C139 1.092
147 C 5.481 -4.229 -4.558  O148 1.213, N149 1.372, H152 1.116
148 O 6.169 -5.169 -4.898  C147 1.213
149 N 4.338 -4.273 -3.801  C147 1.372, C150 1.446, C151 1.461
150 C 3.476 -3.159 -3.476  N149 1.446, H153 1.098, H154 1.098, H155 1.096
151 C 3.907 -5.581 -3.313  N149 1.461, H156 1.096, H157 1.087, H158 1.085
152 H 5.739 -3.190 -4.874  C147 1.116
153 H 3.991 -2.209 -3.671  C150 1.098
154 H 3.198 -3.174 -2.414  C150 1.098
155 H 2.564 -3.182 -4.083  C150 1.096
156 H 2.963 -5.832 -3.810  C151 1.096
157 H 4.665 -6.284 -3.650  C151 1.087
158 H 3.749 -5.649 -2.242  C151 1.085
159 C -0.701 -0.277 -1.116  O160 1.249, N161 1.327, H164 1.070
160 O -1.832 0.228 -1.280  C159 1.249
161 N 0.397 0.355 -0.720  C159 1.327, C162 1.463, C163 1.442
162 C 1.712 -0.276 -0.840  N161 1.463, H165 1.096, H166 1.087, H167 1.099
163 C 0.315 1.762 -0.415  N161 1.442, H168 1.108, H169 1.119, H170 1.076
164 H -0.485 -1.299 -1.345  C159 1.070
165 H 2.341 0.320 -1.510  C162 1.096
166 H 1.628 -1.274 -1.263  C162 1.087
167 H 2.138 -0.289 0.172  C162 1.099
168 H 0.499 1.962 0.659  C163 1.108
169 H 1.103 2.326 -0.973  C163 1.119
170 H -0.652 2.092 -0.753  C163 1.076

Results
gap between HOMO and LUMO = 0.3351 hartree
M = 1021.4 g mol⁻¹
total charge = 0
F_max = 3.8 eV/A
2S+1 = 1
calculated total energy = -3446.9200 hartree
LUMO level = 0.0044 hartree
ΔE to the lowest compared entry with this formula, charge and spin = 99.5 kcal/mol

=====

Entry 2:
Here is a cluster of 2 separate species, C9H13N4S in total in a non-equilibrium geometry from OMol25. Energies are from ωB97M-V/def2-TZVPD.

Last columns: bonded neighbours and bond lengths (Å).
Geometry (Å):
1 C 0.754 -0.243 1.460  N10 1.328, S14 1.668, H19 1.073
2 C 1.460 1.791 0.882  C9 1.484, N10 1.394, N11 1.275
3 C -0.087 -0.929 -2.442  C4 1.396, C5 1.412, H15 1.169
4 C -0.017 0.439 -2.172  C3 1.396, C6 1.405, H16 1.094
5 C -0.963 -1.763 -1.714  C3 1.412, C7 1.340, H17 1.075
6 C -0.818 1.014 -1.171  C4 1.405, C8 1.368, H18 1.088
7 C -1.664 -1.251 -0.693  C5 1.340, C8 1.463, N12 1.404
8 C -1.566 0.177 -0.389  C6 1.368, C7 1.463, N13 1.440
9 C 2.310 2.794 0.195  C2 1.484, H20 1.142, H21 1.197, H22 1.191
10 N 1.572 0.421 0.650  C1 1.328, C2 1.394, H25 0.985
11 N 0.562 2.128 1.723  C2 1.275, S14 1.680
12 N -2.544 -1.937 0.159  C7 1.404, H23 1.069, H24 1.081
13 N -2.318 0.671 0.735  C8 1.440, H26 0.978, H27 0.980
14 S -0.248 0.781 2.316  C1 1.668, N11 1.680
15 H 0.616 -1.437 -3.226  C3 1.169
16 H 0.599 1.079 -2.811  C4 1.094
17 H -1.061 -2.764 -2.096  C5 1.075
18 H -0.828 2.060 -0.874  C6 1.088
19 H 0.726 -1.315 1.463  C1 1.073
20 H 2.197 3.829 0.664  C9 1.142
21 H 3.463 2.552 -0.015  C9 1.197
22 H 1.928 2.934 -0.924  C9 1.191
23 H -3.579 -1.774 -0.053  N12 1.069
24 H -2.313 -2.991 0.095  N12 1.081
25 H 2.306 0.181 0.039  N10 0.985
26 H -2.955 -0.022 1.003  N13 0.978
27 H -2.352 1.649 0.671  N13 0.980

Results
gap between HOMO and LUMO (spin up / spin down) = 0.2759 / 0.2759 hartree
M = 209.3 g mol⁻¹
total charge = +1
F_max = 4.4 eV/A
2S+1 = 1
calculated total energy = -967.6801 hartree
LUMO level (spin up / spin down) = -0.1449 / -0.1449 hartree
ΔE to the lowest compared entry with this formula, charge and spin = 3.0 kcal/mol